61
Properties=species:S:1:pos:R:3:forces:R:3:mulliken_spin:R:1 method="wB97M-V/def2-TZVPD" spin_multiplicity=2 gap_ha="0.278 / 0.323" total_charge=+1
C -2.115 2.918 1.006 0.1970 0.1698 -0.3492 0.001
C -0.975 1.914 0.894 -0.4110 -0.3690 -0.0422 -0.015
O 0.096 2.162 1.826 0.1297 -0.1064 0.2924 0.001
C 0.821 3.317 1.577 -0.0909 0.2578 -0.1149 0.000
P 2.506 2.749 1.206 -0.3831 0.0682 -0.0533 0.000
C 3.420 2.079 2.576 0.7654 -0.3828 -0.1541 0.000
C 4.562 1.196 2.038 -0.5238 -0.0934 -0.0986 0.000
C 4.666 -0.212 2.449 0.3552 0.6469 -0.0299 0.000
O 5.512 0.821 2.987 0.0492 -0.0141 -0.0479 0.000
C 3.474 4.201 0.468 0.0414 -0.2198 0.0040 0.000
F 2.748 5.306 0.726 0.0410 0.0726 0.1294 0.000
F 4.636 4.286 1.134 0.0054 0.0115 -0.0355 0.000
C 3.771 4.080 -1.063 -0.1963 0.1350 0.2449 0.000
F 4.984 4.540 -1.309 0.3800 0.1548 -0.0941 0.000
F 3.721 2.768 -1.375 0.1374 -0.2648 -0.1457 0.000
C 2.753 4.820 -1.962 0.2108 -0.3483 0.6334 0.000
F 3.009 4.552 -3.209 0.1121 -0.2142 -0.9301 0.000
F 2.797 6.108 -1.757 0.1014 0.8638 0.0429 0.000
F 1.534 4.374 -1.647 -0.6004 -0.3005 0.1258 0.000
H -1.816 3.806 1.558 -0.0093 0.0307 0.1596 0.000
H -2.982 2.477 1.482 -0.0586 0.0251 0.1672 0.000
H -2.411 3.263 0.017 -0.1203 -0.0323 -0.0566 0.000
H -1.336 0.919 1.135 0.1436 -0.1172 0.0127 0.014
H -0.570 1.855 -0.119 0.1427 0.1510 -0.0692 0.002
H 0.840 4.005 2.424 0.0325 -0.0101 0.1226 0.000
H 0.484 3.889 0.708 -0.0787 -0.0027 -0.0565 0.000
H 2.360 1.732 0.272 0.0084 -0.0108 -0.1809 0.000
H 2.740 1.480 3.177 -0.1821 0.0962 0.1570 0.000
H 3.853 2.882 3.171 -0.1472 0.1337 0.0875 0.000
H 4.944 1.450 1.045 0.1165 0.1149 0.2058 0.000
H 5.185 -0.872 1.766 -0.1357 -0.3082 0.1575 0.000
H 3.965 -0.598 3.174 -0.0917 -0.2645 -0.1217 0.000
C -0.550 -3.155 -2.221 -0.1218 0.1363 -0.0294 0.020
C -1.020 -2.817 -0.785 0.3979 -0.0600 -0.5191 0.010
C -1.220 -4.076 0.071 -0.2432 -0.1391 0.1997 0.030
C -2.515 -4.838 -0.199 0.0109 0.0937 -0.0636 -0.016
C -3.714 -3.893 -0.128 0.1497 -0.1937 0.1983 0.029
C -3.581 -2.705 -1.080 -0.2889 -0.0001 -0.5760 0.007
N -2.281 -2.008 -0.798 -0.1339 -0.3151 0.9485 0.418
O -2.361 -1.189 0.192 0.0217 0.1910 -0.4083 0.516
C -3.692 -3.192 -2.533 0.1293 0.0613 0.0002 0.021
C -4.709 -1.707 -0.856 -0.0831 0.0859 0.1531 -0.003
C 0.062 -1.969 -0.139 0.2070 0.2246 0.2257 -0.025
H -1.328 -3.052 -2.967 -0.0264 -0.0304 0.0367 -0.013
H 0.246 -2.475 -2.530 0.0360 0.0015 0.0651 -0.002
H -0.160 -4.171 -2.283 0.0050 -0.0102 0.0446 0.000
H -1.218 -3.780 1.125 -0.0314 0.0834 -0.0262 0.001
H -0.355 -4.727 -0.071 0.0350 0.0040 -0.0027 0.002
H -2.473 -5.345 -1.166 -0.0098 0.0435 -0.0290 -0.001
H -2.629 -5.622 0.550 0.0103 -0.0294 -0.0164 0.002
H -4.637 -4.424 -0.367 -0.0242 -0.0055 -0.0190 0.001
H -3.818 -3.523 0.896 0.0271 0.0790 -0.0256 0.002
H -3.507 -2.377 -3.234 0.0009 0.0085 0.0025 -0.010
H -4.707 -3.552 -2.701 -0.0481 0.0429 0.0528 0.000
H -3.026 -4.015 -2.775 -0.0033 -0.0103 0.0313 0.000
H -4.773 -1.388 0.181 0.0501 -0.0035 -0.0177 0.001
H -5.653 -2.177 -1.127 -0.0121 -0.0356 -0.0372 0.000
H -4.575 -0.822 -1.480 0.0134 -0.0076 -0.0075 -0.002
H 0.130 -1.001 -0.642 0.0335 -0.0155 -0.0138 0.002
H 1.025 -2.475 -0.224 -0.0235 -0.0937 -0.0996 -0.001
H -0.138 -1.793 0.917 -0.0186 0.0212 -0.0293 0.007